This record from the Open Molecules 2025 dataset describes a structure of composition C20H26GaN6PSi at a distorted geometry. The level of theory is ωB97M-V/def2-TZVPD.

Computed properties:
relative energy (zero: lowest compared OMol25 entry of this formula, charge and spin)	0.0	kJ/mol
lowest unoccupied orbital energy	-5.814	eV
orbital gap	7.7	eV
E_HOMO	-13.5	eV

```
! RIJCOSX wB97M-V def2-TZVPD def2/J DEFGRID3
* xyz 2 1
Ga 0.30627 0.89031 -1.17448
C -3.25931 -2.30766 -3.98965
N -2.33482 -1.20788 -3.71003
C -2.01620 -0.20462 -4.58309
C -1.12707 0.60436 -3.94017
N -0.90560 0.10014 -2.68962
C -1.64693 -0.99910 -2.56945
P -1.70573 -2.08129 -1.09945
C -1.98231 -0.75868 0.12481
N -1.32064 0.39301 0.13591
C -1.84733 1.14867 1.14356
C -2.83787 0.43719 1.75337
N -2.91571 -0.76267 1.10017
C -3.82506 -1.84875 1.46138
C 0.09944 -2.19800 -0.88778
N 0.92344 -1.15774 -0.93937
C 2.19064 -1.64976 -0.80160
C 2.12653 -3.00445 -0.66183
N 0.80214 -3.33873 -0.72055
C 0.28009 -4.69614 -0.56837
H -3.63187 -2.18931 -5.00227
H -4.09831 -2.27990 -3.29857
H -2.74429 -3.26205 -3.91171
H -2.44141 -0.15214 -5.57003
H -0.64521 1.49998 -4.29290
H -1.50885 2.15018 1.34806
H -3.48769 0.67882 2.57645
H -4.80278 -1.43200 1.68725
H -3.44534 -2.38072 2.33104
H -3.91822 -2.53757 0.62661
H 3.05941 -1.01786 -0.84772
H 2.89611 -3.74725 -0.54229
H 0.92685 -5.38516 -1.10451
H -0.72037 -4.75087 -0.98779
H 0.24883 -4.96918 0.48427
C 1.62203 4.28496 -0.28014
Si 2.40693 2.81292 0.49284
C 3.73377 1.88758 -0.38448
C 2.11408 2.47786 2.24807
C 1.61730 3.50000 3.07072
C 1.46116 3.28941 4.43028
C 1.77703 2.05174 4.97514
C 2.25346 1.02193 4.17066
C 2.43121 1.23507 2.81617
H 2.06918 5.21254 0.09209
H 0.55909 4.31457 -0.04433
H 1.75023 4.25160 -1.36070
H 4.68707 2.40800 -0.23334
H 3.53357 1.84572 -1.45265
H 3.85562 0.88444 0.01986
H 1.36187 4.46607 2.65044
H 1.09896 4.08622 5.06532
H 1.65645 1.88873 6.03803
H 2.50088 0.06428 4.60817
H 2.81927 0.43317 2.19820
*
```

This record from the Open Molecules 2025 dataset describes a cluster of 5 separate species, C20H26IN5O11S in total at a distorted geometry. The level of theory is ωB97M-V/def2-TZVPD.

Computed properties:
relative energy (zero: lowest compared OMol25 entry of this formula, charge and spin)	0.0	kJ/mol
lowest unoccupied orbital energy	-1.205	eV
orbital gap	8.0	eV
SMILES	COCC1=C(N=C=S)C(=O)c2cccc(C[C@H](C)I)c2C1=O.C[N+](=O)[O-].C[N+](=O)[O-].C[N+](=O)[O-].C[N+](=O)[O-]
E_HOMO	-9.2	eV

```
! RIJCOSX wB97M-V def2-TZVPD def2/J DEFGRID3
* xyz 0 1
C -3.91584 1.30438 0.59089
O -2.92478 1.90874 1.43696
C -1.91643 2.60523 0.66891
C -0.72133 1.65407 0.36590
C 0.55507 1.82627 0.81538
N 0.89991 2.98030 1.65262
C 1.31985 3.91241 0.96237
S 2.00367 5.14242 0.19764
C 1.67322 0.76379 0.49201
O 2.82200 1.05590 0.26839
C 1.12993 -0.70910 0.48153
C 1.95857 -1.80172 0.96626
C 1.33850 -3.15016 0.95870
C -0.04129 -3.35287 0.49525
C -0.88330 -2.23765 -0.00655
C -2.34907 -2.52389 -0.45376
C -2.65195 -2.31472 -1.99832
C -3.70791 -3.41648 -2.46639
I -0.85598 -2.32094 -3.23469
C -0.26053 -0.91458 -0.00843
C -0.98983 0.36508 -0.50513
O -1.68323 0.45814 -1.49033
H -3.58825 0.24081 0.36717
H -4.05065 1.82552 -0.39438
H -4.86799 1.20227 1.17811
H -2.34820 3.10797 -0.23201
H -1.57088 3.43612 1.35139
H 2.99048 -1.60589 1.33486
H 1.96389 -4.00030 1.33633
H -0.50378 -4.36411 0.52481
H -2.56936 -3.60586 -0.21631
H -3.01405 -1.91469 0.22572
H -3.20567 -1.33790 -2.09228
H -3.30134 -4.42659 -2.21152
H -4.62686 -3.21711 -1.83641
H -3.97349 -3.28247 -3.54250
C 3.56674 2.29999 3.41503
N 4.38558 1.41677 4.28782
O 3.86461 0.99209 5.30489
O 5.51909 1.18072 3.92209
H 2.58477 2.42222 3.86326
H 4.07952 3.25689 3.34269
H 3.49000 1.81896 2.44213
C 2.65935 -1.75057 6.60174
N 1.99413 -3.06133 6.83102
O 1.40459 -3.56320 5.89158
O 2.08853 -3.53785 7.94558
H 2.49320 -1.44982 5.57174
H 2.21708 -1.03290 7.28893
H 3.72087 -1.88197 6.79852
C 1.30468 -2.15953 -7.44901
N 0.67254 -3.48108 -7.19252
O 0.09088 -4.01316 -8.11844
O 0.78475 -3.93333 -6.06965
H 1.12578 -1.88193 -8.48393
H 0.84797 -1.44093 -6.77145
H 2.37007 -2.26268 -7.25501
C -0.69731 5.53859 -2.75651
N -2.12864 5.61636 -2.36126
O -2.44771 5.10245 -1.30413
O -2.87797 6.18945 -3.12452
H -0.14841 5.00315 -1.98682
H -0.64741 5.00824 -3.70507
H -0.32940 6.55766 -2.85436
*
```